ORCA calculation (ωB97M-V/def2-TZVPD) on a single CH3P3 molecule.

```
7
Properties=species:S:1:pos:R:3:forces:R:3
P 3.3903 0.9449 0.0816 -0.013 -1.482 -0.321
P 2.6085 -1.0982 -0.0342 -0.112 1.440 0.393
C 0.9593 -0.8027 0.3984 0.961 -1.214 0.066
P 0.1425 0.7635 0.2822 -1.217 -0.484 -0.769
H 0.4160 -1.6648 0.8183 0.060 0.369 -0.509
H 1.3422 1.4264 0.2762 0.865 1.045 -0.233
H 0.0539 0.8714 1.6363 -0.544 0.327 1.373
```
Forces are in eV/Å.

Energy relative to the best compared isomer or geometry (same formula, charge and spin) in kcal/mol: 40.07
Frontier orbital gap (alpha / beta) in eV: 6.35 / 6.64
Total charge: 0
Electronic energy in eV: -28947.82635
LUMO level (alpha / beta) in eV: -1.82 / -1.49
Molar mass in u: 107.96
SMILES string: P#P=CP